Molecular formula: C4H3I
Method: DFT, the ωB97M-V functional and the def2-TZVPD basis

Structure (ORCA input):
```
! wB97M-V def2-TZVPD RIJCOSX def2/J DEFGRID3
* xyz 0 1
C 0.2435 -0.0121 -0.4910
C -1.3968 0.1459 0.9298
C -1.2203 0.0531 -0.5027
C 1.4050 0.0054 0.0627
I 1.8086 -0.0294 2.2477
H -1.5362 0.7957 -1.2346
H -1.8162 -0.9874 -0.8039
H 2.5124 0.0289 -0.2081
*
```

## Properties
Relative energy (zero: lowest compared OMol25 entry of this formula, charge and spin) ... 134.31 kcal/mol
DFT total energy ... -451.60045 Eh
E_HOMO (spin up / spin down) ... -8.038 / -8.041 eV
LUMO (spin up / spin down) ... -1.3 / -1.3 eV
Gap between HOMO and LUMO (spin up / spin down) ... 0.246 / 0.246 Eh